{
  "formula": "C68H72Cl5CsGeN2O3P",
  "method": "ωB97M-V with the def2-TZVPD basis set",
  "e_homo_ev": -5.23,
  "orbital_gap_ev": 7.083,
  "charge": -1,
  "energy_ev": -209775.70873,
  "species": ["Cs", "Ge", "Cl", "Cl", "Cl", "Cl", "Cl", "P", "O", "O", "O", "N", "N", "C", "C", "C", "C", "C", "C", "C", "C", "C", "C", "C", "C", "C", "C", "C", "C", "C", "C", "C", "C", "C", "C", "C", "C", "C", "C", "C", "C", "C", "C", "C", "C", "C", "C", "C", "C", "C", "C", "C", "C", "C", "C", "C", "C", "C", "C", "C", "C", "C", "C", "C", "C", "C", "C", "C", "C", "C", "C", "C", "C", "C", "C", "C", "C", "C", "C", "C", "C", "H", "H", "H", "H", "H", "H", "H", "H", "H", "H", "H", "H", "H", "H", "H", "H", "H", "H", "H", "H", "H", "H", "H", "H", "H", "H", "H", "H", "H", "H", "H", "H", "H", "H", "H", "H", "H", "H", "H", "H", "H", "H", "H", "H", "H", "H", "H", "H", "H", "H", "H", "H", "H", "H", "H", "H", "H", "H", "H", "H", "H", "H", "H", "H", "H", "H", "H", "H", "H", "H", "H", "H"],
  "positions_angstrom": [[1.23248, 0.15614, 0.74043], [2.75918, -0.12529, 5.48196], [8.67617, 0.05969, -1.57607], [7.01254, 1.90489, 0.30631], [3.97853, 1.46082, 0.63886], [7.25345, -2.25782, -3.07441], [4.26790, -2.82896, -2.58792], [-1.00938, -1.53873, -2.71799], [0.44307, 1.80524, 2.39593], [0.83763, 0.36406, 4.01604], [2.95802, -0.91374, -0.73811], [-0.11904, 3.14209, -0.92798], [-2.23823, 1.97469, 0.20920], [-3.63324, 1.55025, 0.07605], [4.50588, -0.93015, 7.80765], [3.36659, 1.44557, 4.38544], [-2.86613, 4.16115, 1.24100], [-5.45049, -2.37857, -3.77989], [-3.17417, -2.17950, -4.49840], [-2.76615, 0.63552, 3.81128], [-3.97764, 3.69489, 2.05959], [-2.48399, -0.39514, 1.09448], [4.45473, -0.69236, 6.44105], [1.17448, -3.19693, -3.00106], [2.12152, 1.41233, 7.87381], [-0.07608, -0.65923, -5.39980], [-0.64576, -3.93783, -4.53004], [2.33091, -1.85682, 4.59382], [4.89217, 0.38258, -0.33778], [-3.92187, 0.69687, -1.08130], [-2.90974, -1.17862, 0.08654], [5.00539, -1.50182, -1.78884], [1.60581, 0.46360, 6.99719], [-4.49085, -2.50840, -4.76698], [-4.08523, 2.77305, -2.50030], [-1.62000, 6.14122, 0.59482], [0.87696, 3.68174, -1.57289], [-1.95955, -3.27755, 1.20081], [6.74652, -1.45144, 6.28896], [-0.32320, -0.24783, -3.95145], [6.78040, -1.66883, 7.65493], [-2.78184, -1.69789, -3.25195], [1.06910, 1.42915, 3.39966], [6.24146, 0.60164, -0.51121], [-2.66487, 5.55979, 1.24279], [-0.91564, 3.92403, -0.17791], [6.99225, -0.21792, -1.34761], [1.53944, -2.81107, 5.21579], [-4.63843, 1.36898, -2.23260], [-0.88195, -4.20049, -2.08799], [6.34752, -1.26406, -1.99801], [-1.33096, 0.90178, -3.88594], [-3.96640, 2.54203, 2.72508], [2.20110, 2.30538, 3.94843], [-3.51993, -0.59724, -1.09675], [-0.33874, -3.27921, -3.18400], [4.17983, -0.70457, -0.93662], [-2.50567, 1.44440, 5.08461], [0.99518, 0.25357, -3.35886], [-2.80847, 1.61489, 2.62843], [5.59468, -0.96867, 5.69649], [-2.97636, -2.68101, 0.23323], [-0.43360, 0.47953, 8.27673], [-0.71003, 5.33178, -0.11204], [1.52873, -4.15437, 3.22948], [-3.78504, -1.41950, -2.30782], [-6.14828, 1.45624, -1.98901], [-4.38397, -3.04719, 0.72302], [-2.01953, 3.32756, 0.50611], [5.65436, -1.40744, 8.41301], [2.77486, -2.11078, 3.30403], [-2.76779, 1.03616, 1.19546], [2.37399, -3.24372, 2.61831], [-4.03113, -0.21444, 3.94100], [0.09250, 1.41959, 9.14573], [1.37536, 1.89573, 8.93467], [0.31157, 0.01347, 7.20641], [1.18081, 5.05426, -1.55623], [1.13600, -3.95079, 4.54220], [-5.09646, -1.79971, -2.57577], [0.37331, 5.87957, -0.82379], [-4.42278, 3.48299, -1.74825], [-6.59198, 0.46742, -1.92207], [-1.49842, 1.85621, 5.04414], [-2.23946, -3.06525, 2.23061], [-0.91773, 1.79936, -4.34762], [-4.75983, -2.88911, -5.74162], [-5.85162, -1.62661, -1.82296], [1.42507, -2.62318, -2.10971], [-0.43211, -5.18968, -2.17526], [-1.89646, -0.01319, 3.68969], [-4.57586, -2.58389, 1.68850], [-3.21194, 2.27024, 5.17687], [-1.96223, -4.31715, -2.17636], [7.67890, -2.04523, 8.12370], [-4.47891, 0.76511, -3.13128], [-6.47248, -2.68342, -3.95760], [1.23764, -2.65915, 6.24366], [-4.82080, 2.25539, 3.32163], [1.65464, -2.73597, -3.86016], [3.13366, 1.77001, 7.72294], [-2.01971, -0.85537, 1.94659], [2.72159, -3.41602, 1.60681], [3.62682, -0.73555, 8.40823], [-1.93713, -4.35851, 1.08276], [-2.57892, 0.81542, 5.97090], [1.46260, 0.96799, -4.03854], [-1.55414, 1.12433, -2.84152], [0.67018, -1.44712, -5.45618], [-4.80972, 4.37905, 2.17685], [-3.89658, -0.98686, 4.69700], [1.69873, -0.55354, -3.18528], [4.06823, 2.03265, 4.98151], [3.45064, -1.41179, 2.82812], [-1.43588, 0.11074, 8.44124], [-0.49469, 1.78672, 9.97861], [0.53461, 6.95079, -0.78639], [1.47791, 3.00393, -2.16552], [-2.44149, -2.28457, -5.28114], [-2.25732, 0.64510, -4.39892], [-5.14476, -2.71372, 0.02497], [1.18808, -5.02730, 2.68927], [7.61775, -1.66384, 5.68623], [1.79215, 2.64384, 9.59806], [0.50824, -4.68082, 5.03854], [0.31118, 0.20088, -5.94938], [-4.88741, 0.38938, 4.23800], [5.66972, -1.58201, 9.48007], [-4.38746, 2.31095, 0.25309], [0.80534, 0.74801, -2.41050], [-1.87904, 2.19776, 2.68773], [-0.98699, -0.98157, -5.89739], [-2.84735, -3.12340, -0.75520], [-4.26617, -0.69707, 2.99437], [-1.69779, -4.20057, -4.61995], [2.00649, 5.44645, -2.12930], [-0.35197, -3.32509, -5.37629], [5.57442, -0.80470, 4.62594], [-6.35796, 1.98934, -1.06505], [1.59318, -4.19690, -2.88614], [1.77707, 2.83108, 4.80759], [3.90350, 1.09026, 3.50690], [-0.11480, -0.69578, 6.51300], [-6.62524, 1.98781, -2.80988], [-0.96157, -2.88955, 1.01689], [-1.48357, 7.21448, 0.60829], [2.48181, 3.04599, 3.19527], [-0.07135, -4.86419, -4.58389], [-2.99911, 2.77005, -2.49997], [-3.37349, 6.16919, 1.78939], [-4.47697, -4.12563, 0.83143], [-4.43604, 3.12049, -3.47035], [-0.63042, -3.80114, -1.10833]],
  "forces_ev_per_angstrom": [[-2.088, -1.441, -0.836], [0.406, -0.039, 0.120], [0.207, 0.057, -0.015], [0.110, 0.181, 0.090], [0.437, 0.616, 0.240], [0.080, -0.136, -0.094], [-0.231, -0.232, -0.067], [0.104, -0.187, -0.842], [-0.842, 1.773, 0.760], [0.053, -0.478, 0.310], [0.902, -0.661, -0.855], [0.273, -0.558, -0.136], [0.347, -0.384, -0.594], [-0.370, 0.037, 0.057], [-0.210, 0.088, 0.052], [-0.082, -0.406, 0.436], [0.312, -0.216, -0.263], [-0.026, 0.086, 0.002], [-0.017, 0.090, -0.011], [-0.077, 0.006, 0.094], [-0.257, -0.113, 0.371], [0.221, -0.676, -0.454], [-0.598, 0.207, -0.212], [-0.263, 0.172, 0.007], [0.211, 0.029, -0.093], [-0.088, -0.051, 0.238], [-0.021, 0.110, 0.159], [0.055, 0.699, 0.360], [0.019, -0.269, -0.168], [0.093, -0.598, -0.330], [0.385, 0.077, 0.689], [0.009, -0.087, -0.040], [0.387, -0.189, -0.644], [-0.028, -0.118, -0.163], [0.022, -0.228, -0.044], [-0.250, -0.008, 0.225], [0.084, 0.007, -0.086], [-0.074, 0.119, -0.275], [0.169, -0.040, -0.100], [-0.097, -0.061, 0.161], [0.138, -0.058, 0.073], [0.147, -0.001, 0.321], [-0.105, 0.807, 0.759], [0.171, -0.056, -0.136], [0.281, 0.330, -0.148], [-0.015, 0.672, 0.143], [0.030, 0.076, 0.038], [0.038, 0.116, 0.199], [-0.037, 0.046, -0.053], [-0.012, 0.153, -0.108], [0.104, 0.170, 0.127], [-0.007, -0.205, 0.010], [0.118, 0.298, -0.040], [-0.317, -0.244, -0.186], [-0.410, 0.740, -0.019], [-0.037, 0.139, 0.173], [0.726, 0.102, -0.204], [0.096, -0.115, -0.215], [-0.061, -0.164, 0.062], [-0.022, 0.071, 0.002], [-0.063, 0.111, -0.212], [0.012, -0.014, 0.158], [-0.211, -0.075, 0.110], [-0.042, -0.373, -0.118], [-0.056, -0.162, 0.018], [-0.072, -0.062, -0.241], [0.196, -0.133, -0.071], [0.094, -0.012, -0.196], [-0.394, 0.756, 0.219], [0.069, -0.071, 0.233], [0.104, 0.130, -0.066], [-0.410, 0.060, 0.397], [0.069, -0.069, -0.219], [0.244, 0.054, -0.085], [-0.018, 0.071, 0.064], [0.037, 0.143, 0.128], [-0.026, -0.066, -0.093], [-0.177, 0.338, 0.120], [-0.112, -0.153, -0.020], [-0.088, -0.095, 0.033], [0.153, -0.173, -0.113], [-0.015, 0.110, 0.130], [-0.086, -0.088, 0.042], [0.072, 0.072, 0.082], [0.080, 0.065, 0.147], [0.093, 0.095, -0.041], [-0.025, -0.043, -0.100], [-0.057, 0.040, 0.058], [0.211, 0.034, 0.051], [0.082, -0.116, -0.074], [-0.013, -0.014, -0.028], [-0.016, 0.046, 0.112], [-0.083, 0.028, 0.101], [-0.086, -0.020, 0.076], [0.068, -0.030, 0.038], [0.009, 0.049, 0.071], [-0.061, 0.007, -0.030], [-0.120, -0.030, 0.084], [-0.088, 0.049, 0.052], [0.099, 0.111, -0.039], [0.049, 0.071, 0.044], [0.011, -0.157, 0.236], [-0.005, 0.029, -0.051], [-0.027, -0.018, 0.117], [0.031, -0.148, 0.026], [-0.005, -0.027, 0.065], [0.000, 0.125, -0.068], [-0.059, 0.148, 0.078], [0.064, -0.089, -0.103], [-0.090, 0.036, -0.013], [0.009, -0.063, 0.063], [0.186, -0.060, 0.075], [0.107, -0.170, 0.062], [0.019, 0.111, -0.193], [-0.120, -0.052, -0.035], [-0.015, -0.013, -0.008], [0.044, -0.005, -0.014], [0.150, -0.060, -0.068], [0.035, -0.104, -0.017], [-0.099, 0.039, -0.020], [-0.167, 0.062, -0.070], [0.014, -0.069, -0.022], [0.093, -0.008, -0.070], [0.028, -0.005, 0.005], [-0.029, -0.003, 0.009], [0.022, 0.092, -0.047], [-0.098, 0.019, 0.048], [0.002, -0.017, 0.101], [0.176, -0.088, 0.189], [0.034, 0.088, 0.186], [-0.058, -0.034, 0.062], [-0.058, -0.074, -0.095], [0.053, -0.012, 0.087], [-0.113, -0.091, -0.061], [-0.014, -0.031, -0.048], [0.122, -0.043, -0.032], [-0.019, 0.056, -0.125], [0.092, -0.014, -0.121], [-0.070, 0.112, 0.148], [0.027, -0.136, -0.013], [0.008, 0.115, 0.045], [0.165, -0.129, -0.034], [-0.140, -0.072, -0.079], [-0.096, 0.107, -0.068], [0.186, 0.030, 0.060], [0.038, 0.052, 0.009], [-0.041, -0.013, 0.056], [0.063, -0.112, -0.009], [0.144, 0.085, -0.026], [-0.010, 0.032, 0.036], [-0.026, -0.162, 0.024], [-0.016, 0.094, -0.088], [-0.066, -0.051, 0.144]]
}